ORCA calculation (ωB97M-V/def2-TZVPD) on a structure of composition C32H37AsN2O4PPdS3.

The geometry in ORCA input format:
```
! wB97M-V def2-TZVPD RIJCOSX def2/J DEFGRID3
* xyz 1 1
Pd -0.2819 -0.0271 -0.5708
O 3.3421 -0.4598 0.7484
S 2.1850 0.3082 0.4233
O 1.8130 0.2887 -1.0027
O 0.9881 -0.0243 1.2444
C 2.4622 2.0170 0.8755
C 3.7109 2.4490 1.2720
C 3.8835 3.7574 1.6966
C 2.7988 4.6198 1.7197
C 1.5452 4.1838 1.3310
C 1.3652 2.8662 0.9119
P -0.2901 2.3191 0.3683
C -1.3133 2.0865 1.8527
C -0.7498 1.6488 3.0502
C -1.5689 1.3273 4.1188
C -2.9471 1.4430 4.0067
C -3.5131 1.8613 2.8104
C -2.7042 2.1721 1.7316
C -0.8757 3.8240 -0.4616
C -0.4912 3.9785 -1.7910
C -0.7518 5.1656 -2.4504
C -1.3891 6.2022 -1.7848
C -1.7998 6.0334 -0.4707
C -1.5537 4.8451 0.1943
H 4.5237 1.7431 1.2527
H 4.8506 4.0977 2.0269
H 2.9219 5.6387 2.0471
H 0.7069 4.8627 1.3638
H 0.3232 1.5418 3.1268
H -1.1288 0.9713 5.0389
H -3.5807 1.2007 4.8472
H -4.5871 1.9417 2.7194
H -3.1446 2.5008 0.7981
H 0.0209 3.1614 -2.2893
H -0.4487 5.2878 -3.4787
H -1.5645 7.1441 -2.2846
H -2.3031 6.8340 0.0508
H -1.8703 4.7242 1.2210
C -2.2046 -3.1608 -1.0225
As -2.5550 -1.5076 -0.0355
C -1.8456 -1.5324 1.8059
C -4.4783 -1.7344 0.3551
S -2.4470 0.1459 -1.3622
H -2.0610 -4.0031 -0.3421
H -1.3075 -3.0197 -1.6292
H -3.0688 -3.3477 -1.6653
H -1.9265 -2.5507 2.1841
H -2.4676 -0.8730 2.4140
H -0.8078 -1.1892 1.8437
H -4.6455 -2.6711 0.8940
H -5.0421 -1.7370 -0.5827
H -4.8355 -0.9002 0.9625
C -0.9165 -6.5877 2.7026
C 0.0163 -7.1437 1.6315
C 1.1889 -6.2091 1.3229
N 0.7155 -4.9472 0.7901
C 1.1948 -4.2030 -0.2108
S 0.8304 -2.5556 -0.1724
N 1.9970 -4.7033 -1.1881
C 2.1940 -5.9961 -1.7085
O 3.2419 -6.2538 -2.2398
C 1.0379 -6.9199 -1.6560
C 1.2716 -8.2934 -1.6008
C 0.2087 -9.1767 -1.5962
C -1.0911 -8.7020 -1.6724
C -1.3259 -7.3404 -1.7800
C -0.2677 -6.4498 -1.7679
H -1.6964 -7.3092 2.9318
H -1.4007 -5.6725 2.3652
H -0.3693 -6.3796 3.6187
H -0.5499 -7.3339 0.7203
H 0.4309 -8.0935 1.9672
H 1.8632 -6.6773 0.6073
H 1.7475 -6.0156 2.2474
H 0.1774 -4.3935 1.4461
H 2.6254 -4.0177 -1.5959
H 2.2901 -8.6479 -1.5636
H 0.3915 -10.2380 -1.5369
H -1.9188 -9.3940 -1.6572
H -2.3377 -6.9775 -1.8724
H -0.4481 -5.3925 -1.8758
*
```

## Properties
- molecular weight (u) = 822.175
- lowest unoccupied orbital energy (alpha / beta) (eV) = -4.72 / -4.63
- HOMO (alpha / beta) (eV) = -11.1 / -11.0

=====

ORCA calculation (ωB97M-V/def2-TZVPD) on a structure of composition C28H28CrN2Si.

The geometry in ORCA input format:
```
! wB97M-V def2-TZVPD RIJCOSX def2/J DEFGRID3
* xyz 1 4
C 0.7550 1.4688 1.3476
C 1.1651 1.7399 -0.0020
C -0.0216 2.0721 -0.7627
H 2.1886 1.8756 -0.3403
C -1.1590 1.9003 0.1109
C -0.6661 1.5556 1.4151
H -1.2625 1.5323 2.3277
H 1.4223 1.3791 2.2031
H -0.0446 2.4773 -1.7725
H -2.1811 2.1838 -0.1211
Cr -0.1422 -0.0230 -0.2635
C -0.3082 -0.8328 -2.1515
H -1.2374 -0.4536 -2.6051
H -0.3326 -1.9197 -2.0102
H 0.5664 -0.5020 -2.7362
Si -0.4321 -1.8103 -5.5865
C 1.2628 -1.6898 -6.3051
C 1.9572 -0.4721 -6.1735
H 1.4590 0.3969 -5.7288
C 3.2771 -0.3568 -6.6308
H 3.8069 0.5898 -6.5006
C 3.9034 -1.4367 -7.2531
H 4.9332 -1.3506 -7.5896
C 3.1930 -2.6262 -7.4552
H 3.6716 -3.4575 -7.9778
C 1.8770 -2.7522 -7.0017
H 1.3063 -3.6624 -7.1989
C -1.4702 -0.4439 -6.2877
C -1.2817 0.1378 -7.5607
H -0.5367 -0.2719 -8.2508
C -2.0491 1.2436 -7.9506
H -1.8811 1.7006 -8.9281
C -3.0292 1.7600 -7.0989
H -3.6042 2.6345 -7.3910
C -3.2810 1.1317 -5.8775
H -4.0695 1.5053 -5.2202
C -2.5352 0.0172 -5.4872
H -2.7691 -0.5073 -4.5555
H -0.3442 -1.7548 -4.1290
H -1.0814 -3.1105 -5.8916
C -3.7264 -1.5565 1.6083
C -3.2189 -2.3594 2.6375
C -1.8415 -2.5489 2.7277
C -1.0046 -1.9083 1.8130
N -1.5067 -1.1086 0.8155
C -2.8474 -0.9433 0.7175
C 0.4503 -1.9934 1.8336
C 1.1703 -2.7370 2.7699
C 2.5657 -2.7182 2.7239
C 3.1971 -1.9550 1.7301
C 2.4291 -1.2181 0.8322
N 1.0735 -1.2522 0.8626
H -4.7934 -1.3895 1.4846
H -3.8803 -2.8452 3.3522
H -1.3862 -3.1853 3.4779
H -3.1990 -0.3020 -0.0971
H 0.6141 -3.3139 3.4944
H 3.1379 -3.2953 3.4466
H 4.2815 -1.9152 1.6467
H 2.8880 -0.5782 0.0711
*
```

## Properties
- molecular weight (u) = 472.628
- lowest unoccupied orbital energy (alpha / beta) (eV) = -4.00 / -4.18
- HOMO (alpha / beta) (eV) = -10.7 / -10.7
- energy above the lowest of the compared OMol25 structures with the same formula, charge and spin (kcal per mole) = 11.8
- <S²> = 3.83

=====

ORCA calculation (ωB97M-V/def2-TZVPD) on a cluster of 2 separate species, C5H12N4S in total.

The geometry in ORCA input format:
```
! wB97M-V def2-TZVPD RIJCOSX def2/J DEFGRID3
* xyz 0 1
C -0.5266 -0.6532 0.5918
C -0.1458 0.3060 1.6420
C 2.2821 1.3513 -0.8489
C -1.6929 -2.5592 -0.0558
C 2.2187 -0.0566 -0.2287
N -2.3400 2.0518 -1.0695
N -2.9912 2.9730 -1.3072
N -1.8110 1.0512 -0.6216
N -1.4776 -1.4439 0.8336
S 0.7134 -0.7987 -0.8414
H 0.4323 1.1880 1.3374
H 0.3372 -0.3496 2.4679
H -0.9189 0.6802 2.2698
H 2.0889 1.0200 -1.9283
H 1.5531 1.9944 -0.3713
H 3.2771 1.8471 -0.5761
H -0.6772 -2.9370 -0.3564
H -2.2444 -3.3117 0.6028
H -2.3643 -2.3321 -0.9526
H 2.2540 0.0188 0.9139
H 2.9072 -0.7906 -0.5438
H -0.8742 0.7510 -0.9576
*
```

## Properties
- molecular weight (u) = 160.246
- lowest unoccupied orbital energy (eV) = 0.61
- HOMO (eV) = -9.2
- energy above the lowest of the compared OMol25 structures with the same formula, charge and spin (kcal per mole) = 84.5

=====

ORCA calculation (ωB97M-V/def2-TZVPD) on an isolated molecule of C5H17N4P.

The geometry in ORCA input format:
```
! wB97M-V def2-TZVPD RIJCOSX def2/J DEFGRID3
* xyz 0 1
C 2.0982 -1.4399 0.7999
C -2.2589 -1.8003 0.0364
C 1.4799 -0.2321 -2.4715
C -0.0425 2.5993 0.3920
C -0.4155 0.8847 2.1260
N 0.7288 -1.4001 0.3183
N -1.6011 -0.7142 -0.6614
N 0.4562 0.4854 -1.6802
N -0.1513 1.2209 0.8090
P -0.0471 -0.1402 -0.2346
H 2.5907 -0.5179 0.5648
H 2.6720 -2.3129 0.3452
H 1.8837 -1.6933 1.8163
H -2.7530 -2.4409 -0.6705
H -1.5758 -2.4460 0.4000
H -2.9032 -1.4442 0.8565
H 2.2731 -0.6070 -1.9255
H 0.9924 -1.0440 -3.0810
H 1.8306 0.3580 -3.3510
H -0.9422 2.9435 0.1054
H 0.3603 3.1824 1.1574
H 0.5985 2.6298 -0.4443
H -0.7047 -0.2309 2.1409
H 0.4653 0.9141 2.7813
H -1.3162 1.3727 2.5840
H -2.2605 -0.0026 -0.9362
H -0.2288 0.7092 -2.4069
*
```

## Properties
- molecular weight (u) = 164.193
- lowest unoccupied orbital energy (eV) = 0.85
- HOMO (eV) = -7.7
- energy above the lowest of the compared OMol25 structures with the same formula, charge and spin (kcal per mole) = 1.5
- SMILES = CN=P(NC)(NC)N(C)C

=====

Number 1: total energy -5551.435756 a.u.. Number 2: total energy -2527.003741 a.u.. Number 3: total energy -814.782087 a.u.. Number 4: total energy -761.028811 a.u..